{"formula": "C22H15CoN7O7S", "method": "ωB97M-V with the def2-TZVPD basis set", "gap_ev": [6.420, 6.406], "total_charge": 1, "multiplicity": 1, "de_lowest_kcal_mol": 11.3, "e_homo_ev": [-11.4, -11.4], "species": ["Co", "N", "C", "C", "C", "C", "C", "C", "S", "N", "C", "C", "C", "C", "C", "C", "N", "H", "H", "H", "H", "H", "H", "H", "H", "H", "O", "C", "O", "C", "C", "C", "C", "C", "C", "O", "N", "O", "O", "N", "O", "O", "H", "H", "N", "C", "C", "N", "C", "H", "H", "H", "H"], "positions_angstrom": [[-0.787767, -0.209938, -1.166344], [2.872396, 1.505985, -1.015405], [3.992665, 0.600779, -1.080190], [5.266034, 1.100844, -1.220511], [6.344752, 0.223538, -1.304620], [6.127954, -1.137653, -1.270416], [4.829998, -1.631614, -1.143619], [3.769507, -0.756978, -1.027875], [2.150554, -1.388577, -0.671410], [1.166546, -0.059987, -1.219133], [1.601735, 1.144206, -1.150260], [0.553278, 2.226159, -1.248086], [0.802479, 3.570313, -1.254443], [-0.278437, 4.452475, -1.311529], [-1.554488, 3.943444, -1.375277], [-1.727206, 2.564654, -1.369101], [-0.688133, 1.736202, -1.296538], [3.084659, 2.484548, -0.951409], [5.424259, 2.174195, -1.263049], [7.349697, 0.614279, -1.398865], [6.961617, -1.823366, -1.346288], [4.648641, -2.700124, -1.109585], [1.810697, 3.960502, -1.219284], [-0.110187, 5.522496, -1.313298], [-2.420395, 4.590735, -1.431127], [-2.702375, 2.103308, -1.437370], [-4.723757, -0.050650, -0.597695], [-3.548488, -0.121410, -0.335303], [-2.613827, -0.130412, -1.258203], [-3.092770, -0.157726, 1.102642], [-4.077766, -0.139254, 2.079519], [-3.735736, -0.148229, 3.412263], [-2.417909, -0.172399, 3.846831], [-1.457938, -0.194509, 2.884718], [-1.729615, -0.188863, 1.493190], [-0.692088, -0.201847, 0.708021], [-0.031782, -0.224524, 3.254595], [0.494413, -1.313818, 3.325391], [0.498189, 0.845006, 3.483296], [-4.804686, -0.127886, 4.436438], [-4.457223, -0.152711, 5.601061], [-5.950244, -0.085989, 4.042704], [-5.115034, -0.112982, 1.776676], [-2.183332, -0.175184, 4.902808], [-0.570740, -4.227138, -1.930209], [-1.471404, -4.252757, -0.880637], [-1.668927, -2.960835, -0.538359], [-0.899038, -2.157314, -1.364945], [-0.241037, -2.956029, -2.181332], [-0.217743, -5.026673, -2.427664], [-1.884553, -5.165725, -0.488506], [-2.324882, -2.558637, 0.215447], [0.429426, -2.651905, -2.967715]], "forces_ev_per_angstrom": [[-0.968, -0.189, 1.395], [0.813, -0.389, 0.286], [-0.611, 0.736, -0.030], [0.276, 0.178, -0.098], [-0.024, 0.267, 0.022], [-0.151, -0.247, -0.015], [0.232, -0.154, -0.018], [-0.350, -0.381, 0.067], [-0.077, 0.322, -0.131], [-0.318, -1.190, 0.033], [-0.291, 1.208, -0.197], [0.693, -0.658, 0.065], [0.047, 0.536, -0.036], [0.287, 0.019, 0.006], [-0.209, -0.091, -0.027], [-0.069, 0.017, -0.055], [-0.317, -0.241, 0.165], [0.084, 0.066, 0.042], [0.018, -0.081, -0.003], [-0.063, 0.005, -0.004], [-0.054, 0.003, 0.021], [0.040, 0.052, -0.010], [-0.056, 0.026, -0.009], [0.016, -0.070, 0.008], [0.056, -0.071, 0.010], [0.016, 0.018, 0.026], [0.111, -0.002, -0.215], [0.009, 0.045, 0.674], [0.503, -0.117, -0.676], [0.688, -0.048, -0.006], [-0.083, 0.004, 0.234], [-0.311, -0.002, 0.256], [-0.222, 0.001, 0.090], [0.321, -0.025, -0.785], [-1.225, 0.088, 0.483], [0.901, -0.070, -1.732], [-0.065, 0.049, 0.337], [0.034, 0.125, -0.108], [0.006, -0.175, -0.149], [0.104, 0.014, -0.105], [-0.049, 0.001, -0.159], [0.072, -0.011, 0.057], [-0.005, -0.002, 0.013], [0.003, 0.004, -0.034], [-0.097, -0.069, 0.180], [0.175, -0.040, -0.253], [-0.040, 0.180, -0.087], [0.121, 0.370, 0.641], [-0.181, -0.018, -0.161], [0.005, -0.035, -0.027], [0.038, 0.036, -0.044], [0.119, 0.016, -0.018], [0.047, -0.009, 0.083]]}



{"formula": "C22H15CrNO5", "method": "ωB97M-V with the def2-TZVPD basis set", "gap_ev": [5.784, 3.821], "total_charge": 1, "multiplicity": 4, "e_homo_ev": [-10.7, -10.6], "species": ["C", "C", "C", "O", "N", "C", "O", "H", "H", "H", "H", "O", "C", "Cr", "C", "O", "C", "O", "C", "C", "C", "C", "C", "C", "C", "C", "C", "C", "C", "C", "C", "C", "C", "H", "H", "H", "H", "H", "H", "H", "H", "H", "H", "H"], "positions_angstrom": [[-2.724162, -0.202340, -4.670506], [-1.910927, 0.880770, -5.337600], [-0.676606, 1.023628, -4.437326], [0.250785, 1.798482, -4.685284], [-0.769480, 0.168929, -3.363458], [-1.905300, -0.598778, -3.429181], [-2.262282, -1.482222, -2.656574], [-3.702950, 0.183887, -4.360378], [-2.838883, -1.067967, -5.333411], [-1.607966, 0.584854, -6.349687], [-2.465995, 1.828125, -5.365106], [1.861945, -0.331331, 6.013034], [1.192740, 0.237346, 5.242845], [0.364410, 1.347048, 3.930795], [1.820239, 0.854052, 2.839566], [2.819506, 0.558297, 2.314344], [1.534688, 2.659252, 4.655876], [2.360916, 3.331285, 5.130319], [-1.584751, 1.821025, 4.811122], [-1.539535, 0.471965, 4.426964], [-1.150089, 0.127591, 3.120414], [-0.994915, 1.132468, 2.128736], [-0.671434, 0.776711, 0.771493], [-0.090885, 0.238856, -0.177085], [0.487915, -0.071595, -1.377404], [1.132739, -1.342399, -1.525917], [1.804411, -1.676183, -2.725837], [2.582463, -2.829816, -2.801574], [2.650777, -3.716754, -1.714812], [1.933005, -3.443006, -0.539062], [1.163437, -2.282212, -0.455271], [-0.826308, 2.459356, 2.593067], [-1.204595, 2.811784, 3.896645], [-1.869231, 2.088066, 5.821223], [-1.762305, -0.320156, 5.140350], [-0.996306, -0.919304, 2.840386], [0.614931, 0.691085, -2.152598], [1.680164, -0.998356, -3.571083], [3.132217, -3.040458, -3.719964], [3.236863, -4.633634, -1.784338], [1.961579, -4.133085, 0.310799], [0.579811, -2.054948, 0.450111], [-0.437257, 3.209841, 1.901104], [-1.173379, 3.859841, 4.194261]], "forces_ev_per_angstrom": [[-0.090, -0.182, 0.049], [0.119, 0.065, -0.013], [0.955, 1.209, -0.652], [-0.932, -1.040, 0.726], [-0.626, -0.541, 0.220], [-0.827, -0.669, 0.123], [0.676, 0.892, -0.249], [0.141, -0.475, 0.021], [-0.232, 0.063, 0.409], [0.060, 0.405, 0.232], [0.452, -0.125, -0.178], [-2.925, 2.331, -3.181], [3.782, -4.115, 4.564], [0.095, 1.849, 2.768], [5.243, -2.088, -3.918], [-3.537, 1.108, 1.962], [4.438, 3.979, 2.375], [-3.452, -2.496, -1.899], [-0.620, -0.120, 0.314], [-0.854, -0.480, -0.175], [-0.282, -1.306, -0.463], [-0.689, -0.399, -2.998], [0.785, -0.707, 0.900], [-1.976, 1.910, 1.406], [0.729, -0.556, -1.880], [0.300, -1.224, -0.131], [0.126, 0.098, 0.369], [-0.188, 0.084, 0.061], [-0.291, 0.383, 0.077], [-0.258, 0.310, -0.092], [0.099, 0.265, -0.112], [-0.342, 0.488, -1.293], [-0.260, 0.776, 0.024], [0.080, 0.009, -0.031], [0.174, 0.239, -0.080], [-0.437, 0.422, 0.080], [0.595, 0.008, 0.877], [0.197, -0.214, 0.127], [-0.214, -0.015, 0.279], [-0.110, 0.301, -0.019], [0.000, 0.242, -0.425], [0.382, -0.212, -0.425], [-0.354, -0.155, 0.221], [0.068, -0.313, 0.027]]}